Entry 1:
{
  "formula": "C40H55IrN4O8Si3",
  "method": "wB97M-V/def2-TZVPD",
  "multiplicity": 2,
  "energy_ha": -3350.8390,
  "homo_lumo_gap_ev": [6.2, 5.8],
  "largest_force_ha_per_bohr": 0.011,
  "s_squared": 0.76,
  "e_homo_ha": [-0.3661, -0.3529],
  "charge": 1,
  "elements": ["Ir", "O", "C", "O", "C", "O", "C", "C", "O", "O", "H", "H", "H", "H", "H", "C", "O", "C", "C", "C", "C", "C", "C", "N", "C", "N", "C", "C", "C", "C", "C", "C", "O", "C", "N", "C", "C", "C", "C", "C", "C", "O", "C", "H", "H", "H", "H", "H", "H", "H", "H", "H", "H", "H", "H", "H", "H", "H", "H", "H", "H", "H", "H", "H", "H", "C", "Si", "C", "C", "C", "Si", "C", "C", "C", "Si", "C", "C", "C", "C", "C", "C", "C", "N", "H", "H", "H", "H", "H", "H", "H", "H", "H", "H", "H", "H", "H", "H", "H", "H", "H", "H", "H", "H", "H", "H", "H", "H", "H", "H", "H", "H"],
  "coordinates": [[-1.634425, 0.343990, 0.192958], [-5.303221, 2.191322, -2.629532], [-4.483220, 1.946907, -1.594561], [-4.782091, 1.286578, -0.641195], [-3.157190, 2.643906, -1.833010], [-2.224039, 2.369428, -0.817564], [-1.772189, 3.515730, -0.093184], [-0.990566, 3.106828, 1.152033], [-0.480602, 3.973790, 1.832337], [-0.906888, 1.842726, 1.378997], [-6.146741, 1.750237, -2.444743], [-3.360252, 3.714726, -1.913151], [-2.774487, 2.316114, -2.804771], [-2.621018, 4.128021, 0.222223], [-1.113702, 4.133372, -0.711222], [4.635314, 2.548925, -5.169113], [4.011792, 2.105748, -3.971942], [4.640358, 1.134715, -3.254908], [5.815933, 0.505368, -3.621191], [6.347589, -0.495244, -2.811975], [5.694441, -0.875450, -1.656766], [4.503595, -0.255297, -1.289976], [3.980442, 0.763325, -2.069803], [2.780509, 1.454058, -1.798646], [1.915063, 1.172119, -0.753223], [2.624931, 1.324969, 0.451471], [2.461656, 1.062178, 1.751350], [1.349352, 0.297736, 2.324374], [1.434572, 0.108667, 3.782430], [2.442023, 0.582586, 4.533500], [3.495668, 1.317792, 3.920273], [3.527806, 1.533057, 2.572144], [4.504039, 2.190235, 1.899067], [5.673376, 2.577059, 2.616741], [0.676331, 0.881237, -0.907581], [0.391820, 0.636629, -2.292177], [-0.207192, 1.585664, -3.095197], [-0.479944, 1.301617, -4.432607], [-0.129754, 0.071373, -4.954433], [0.503714, -0.883840, -4.161970], [0.771127, -0.606176, -2.831081], [1.380718, -1.453949, -1.967210], [1.933995, -2.649984, -2.499292], [4.014070, 3.352545, -5.552312], [4.685853, 1.742404, -5.903698], [5.638626, 2.928458, -4.967463], [6.323024, 0.783555, -4.533071], [7.269596, -0.978663, -3.102928], [6.093911, -1.666972, -1.037819], [3.975198, -0.598378, -0.410837], [2.352297, 1.842767, -2.626871], [3.506596, 1.794849, 0.268286], [0.639997, -0.460892, 4.234155], [2.465132, 0.419040, 5.601385], [4.292318, 1.707330, 4.538570], [6.371879, 2.942063, 1.870999], [6.103264, 1.720045, 3.138175], [5.439560, 3.373688, 3.324996], [-0.461515, 2.544597, -2.663412], [-0.955896, 2.045459, -5.057157], [-0.337787, -0.157218, -5.990923], [0.779499, -1.836883, -4.589425], [2.460530, -3.126347, -1.677124], [2.639961, -2.427195, -3.302823], [1.149014, -3.316909, -2.862460], [-3.862988, 1.377895, 2.833778], [-2.571292, 0.114968, 3.382232], [-3.375238, -1.087623, 4.592227], [-1.389095, 1.108538, 4.467425], [-1.994792, -0.895582, 1.859536], [-0.475304, -1.993427, 1.885932], [-0.343632, -3.217342, 0.454969], [-0.316556, -2.987863, 3.482827], [1.195195, -1.093738, 1.638239], [-3.435606, -1.991453, 1.347215], [-5.194401, -1.351428, 1.455343], [-3.523321, -3.708318, 2.115265], [-3.176366, -2.107234, -0.517675], [-3.818560, -3.028720, -1.336355], [-3.734220, -2.930600, -2.712018], [-3.029331, -1.861205, -3.240839], [-2.417925, -0.973128, -2.381204], [-2.443716, -1.100341, -1.044154], [-3.942277, 2.166100, 3.584592], [-4.854285, 0.948752, 2.703419], [-3.583878, 1.843675, 1.885672], [-3.709466, -0.541997, 5.477515], [-2.680097, -1.860771, 4.925342], [-4.250216, -1.587091, 4.175426], [-2.031325, 1.825402, 4.985215], [-0.645361, 1.690740, 3.929282], [-0.906293, 0.519224, 5.247761], [-1.210297, -3.856618, 0.298357], [0.509816, -3.873355, 0.651101], [-0.147210, -2.682301, -0.476442], [-1.189065, -3.620205, 3.646679], [-0.209333, -2.364520, 4.372218], [0.559177, -3.639631, 3.434576], [0.424713, 0.869292, 2.090886], [1.293256, -0.976430, 0.558685], [2.009803, -1.742474, 1.976884], [-5.555324, -1.289519, 2.481521], [-5.819750, -2.079457, 0.931333], [-5.327527, -0.383920, 0.971750], [-3.669909, -3.614716, 3.193088], [-2.652049, -4.339738, 1.954336], [-4.396795, -4.235445, 1.723518], [-4.397372, -3.819497, -0.876239], [-4.227980, -3.646461, -3.355690], [-2.955035, -1.698034, -4.306774], [-1.902524, -0.110576, -2.772839]],
  "forces_ev_per_angstrom": [[-0.36, 0.06, 0.21], [0.02, -0.04, 0.00], [-0.06, 0.00, 0.07], [0.11, 0.06, -0.05], [-0.13, -0.08, -0.14], [0.10, 0.11, -0.35], [0.05, 0.17, 0.19], [0.05, 0.10, -0.14], [-0.03, -0.02, -0.11], [-0.04, -0.25, 0.52], [-0.01, 0.01, -0.01], [0.05, 0.00, 0.03], [0.00, -0.01, 0.06], [-0.02, -0.07, -0.01], [-0.04, -0.05, -0.06], [0.00, -0.02, -0.02], [0.02, 0.01, 0.06], [-0.04, 0.00, 0.05], [0.00, 0.00, 0.01], [0.00, 0.01, 0.00], [0.01, -0.01, 0.00], [-0.04, -0.01, -0.05], [0.12, -0.02, -0.06], [-0.09, 0.03, 0.05], [0.04, -0.23, -0.10], [-0.13, 0.29, 0.12], [-0.05, -0.22, -0.15], [0.31, -0.22, 0.11], [0.11, 0.05, 0.01], [-0.15, -0.04, 0.04], [-0.01, 0.00, -0.27], [0.00, 0.12, 0.22], [0.04, -0.04, -0.06], [-0.06, 0.02, 0.00], [0.39, 0.27, -0.24], [-0.04, -0.16, 0.16], [0.02, -0.01, -0.04], [-0.02, 0.09, 0.01], [0.02, -0.05, -0.01], [-0.02, 0.03, -0.01], [-0.12, 0.01, 0.06], [0.08, 0.12, -0.06], [0.01, -0.02, -0.01], [0.00, -0.01, 0.00], [0.01, 0.01, 0.00], [-0.01, 0.01, 0.00], [0.01, 0.00, 0.00], [0.01, -0.01, 0.00], [0.01, 0.00, 0.01], [-0.01, 0.01, 0.01], [-0.05, -0.10, -0.02], [-0.01, 0.09, 0.06], [0.00, -0.02, -0.02], [0.02, 0.01, 0.00], [0.02, -0.01, 0.01], [0.00, 0.01, 0.02], [0.02, 0.01, -0.01], [0.02, -0.02, 0.01], [0.03, 0.01, 0.00], [0.00, 0.01, -0.01], [0.00, 0.00, -0.01], [-0.01, 0.00, 0.00], [-0.02, -0.01, 0.00], [0.00, 0.00, 0.01], [0.01, -0.01, 0.00], [0.09, -0.01, -0.02], [-0.11, 0.03, -0.14], [-0.04, 0.00, -0.05], [0.02, -0.06, -0.05], [0.23, -0.10, -0.01], [-0.06, 0.02, 0.04], [-0.05, 0.01, 0.01], [-0.01, 0.03, -0.02], [-0.11, 0.10, -0.03], [0.10, -0.11, 0.18], [0.06, 0.11, -0.01], [-0.01, 0.05, -0.05], [-0.03, -0.09, 0.08], [0.04, -0.04, -0.01], [0.00, 0.02, 0.00], [0.00, -0.02, -0.01], [0.05, 0.04, -0.03], [-0.28, 0.14, -0.14], [0.00, 0.02, 0.03], [-0.01, -0.03, 0.00], [-0.03, -0.02, 0.02], [0.00, 0.03, 0.02], [0.04, 0.00, 0.01], [-0.01, -0.01, 0.05], [-0.03, 0.00, 0.01], [0.01, 0.06, -0.01], [0.02, -0.05, -0.01], [-0.03, -0.04, 0.04], [0.03, 0.00, 0.01], [-0.03, 0.01, 0.03], [-0.03, -0.03, -0.01], [-0.03, 0.02, 0.02], [0.03, -0.01, 0.00], [-0.01, 0.11, 0.02], [0.00, 0.00, 0.02], [-0.01, -0.04, 0.00], [-0.03, 0.01, 0.00], [-0.03, -0.02, -0.01], [0.03, -0.05, 0.01], [-0.01, -0.01, 0.01], [0.06, 0.00, -0.03], [-0.02, -0.01, -0.02], [0.00, -0.01, 0.01], [0.00, -0.01, 0.00], [0.00, 0.01, 0.00], [0.05, 0.00, 0.01]]
}

***

Entry 2:
{
  "formula": "C40H56KNO5S5Si",
  "method": "wB97M-V/def2-TZVPD",
  "multiplicity": 1,
  "energy_ha": -4869.4416,
  "homo_lumo_gap_ev": 4.2,
  "largest_force_ha_per_bohr": 0.007,
  "e_homo_ha": -0.0226,
  "charge": -2,
  "elements": ["K", "C", "C", "C", "C", "O", "Si", "S", "O", "C", "C", "C", "C", "O", "C", "C", "C", "C", "H", "H", "H", "H", "H", "H", "H", "H", "H", "H", "H", "H", "H", "H", "H", "H", "H", "H", "H", "H", "H", "H", "H", "H", "H", "H", "H", "S", "C", "C", "C", "C", "C", "C", "S", "H", "H", "H", "H", "O", "S", "C", "C", "C", "C", "S", "O", "C", "C", "C", "C", "C", "C", "C", "C", "C", "C", "C", "C", "H", "H", "H", "H", "H", "H", "H", "H", "H", "H", "H", "H", "H", "H", "H", "H", "H", "H", "N", "C", "C", "C", "C", "C", "C", "H", "H", "H", "H", "H", "H", "H"],
  "coordinates": [[0.821029, 0.401032, 0.027042], [1.938168, -0.359626, 3.098439], [0.572886, -0.028642, 3.686938], [0.649035, 1.286772, 4.450381], [0.082840, -1.149373, 4.599169], [-0.309465, 0.134997, 2.568119], [-1.920190, -0.069040, 2.278796], [-2.460650, 0.530270, 0.409620], [-2.753620, 0.642424, 3.556758], [-3.324799, 1.939409, 3.694980], [-4.706853, 1.953795, 3.044488], [-2.450424, 3.026900, 3.073155], [-3.458090, 2.174556, 5.198085], [-2.169077, -1.699531, 2.593854], [-3.357363, -2.395335, 2.917190], [-4.578244, -1.833186, 2.191340], [-3.572623, -2.339848, 4.431177], [-3.138416, -3.842652, 2.483823], [2.691989, -0.523757, 3.872458], [2.275722, 0.470009, 2.472374], [1.862786, -1.268754, 2.494940], [1.369821, 1.205028, 5.268425], [-0.329268, 1.535151, 4.865609], [0.983426, 2.075808, 3.773022], [0.785903, -1.285891, 5.424977], [0.000598, -2.082332, 4.039296], [-0.901151, -0.906706, 5.006039], [-4.608581, 1.702756, 1.987032], [-5.166565, 2.941296, 3.140755], [-5.355849, 1.218663, 3.527782], [-2.414238, 2.901961, 1.991350], [-1.433522, 2.975197, 3.459342], [-2.862653, 4.013862, 3.300998], [-4.048156, 1.372027, 5.646989], [-3.947760, 3.130547, 5.400366], [-2.471926, 2.178888, 5.665082], [-4.774068, -0.809892, 2.506710], [-5.457095, -2.446934, 2.411357], [-4.402041, -1.813457, 1.115028], [-3.668713, -1.300121, 4.743922], [-2.711367, -2.776155, 4.942032], [-4.472387, -2.892161, 4.718595], [-3.021978, -3.888737, 1.398690], [-3.987193, -4.467933, 2.774829], [-2.228333, -4.234173, 2.941722], [3.862824, 0.020116, -0.692056], [4.665707, 0.840657, 0.653912], [5.933175, 0.344935, 1.021421], [6.700707, 0.877836, 2.043388], [6.206714, 1.966564, 2.753157], [4.965408, 2.477326, 2.415417], [4.157439, 1.955964, 1.383533], [2.584762, 2.721588, 1.154436], [6.308285, -0.502065, 0.457619], [7.668475, 0.445682, 2.279252], [6.775801, 2.413360, 3.562703], [4.566273, 3.322140, 2.964882], [0.243671, -2.070633, 0.245885], [0.035379, -3.489727, 0.605179], [-0.639344, -4.272742, -0.897299], [0.251504, -4.267077, -2.135992], [0.649521, -2.898153, -2.701595], [-0.512641, -2.162101, -3.353387], [-0.158583, -0.418671, -3.760271], [0.183962, 0.244197, -2.481634], [1.408530, -0.708305, -4.591881], [1.452205, -1.262254, -5.864567], [2.683768, -1.491802, -6.457800], [3.854965, -1.158094, -5.781163], [3.794177, -0.586769, -4.518276], [2.562514, -0.350718, -3.918100], [1.674446, -4.230872, 0.550460], [1.859764, -5.581048, 0.820042], [3.140405, -6.109908, 0.779704], [4.226027, -5.287198, 0.490284], [4.029872, -3.936306, 0.246933], [2.747524, -3.399050, 0.279120], [-1.568034, -3.714208, -1.042905], [-0.907103, -5.295068, -0.615678], [-0.270817, -4.834182, -2.916847], [1.161618, -4.827325, -1.911564], [1.428547, -3.060915, -3.449018], [1.081526, -2.270952, -1.921957], [-1.373642, -2.071692, -2.685089], [-0.839925, -2.642020, -4.281154], [0.532521, -1.510092, -6.384602], [2.733689, -1.926656, -7.449069], [4.815500, -1.341479, -6.247634], [4.688664, -0.323046, -3.967791], [2.516011, 0.099156, -2.930070], [1.010099, -6.212476, 1.059617], [3.295712, -7.162991, 0.982726], [5.225644, -5.703972, 0.466238], [4.854399, -3.267449, 0.031493], [2.618160, -2.335487, 0.093715], [-0.250333, 3.020914, -0.654265], [-0.529501, 3.265466, -1.961981], [-1.786892, 2.952955, -2.509149], [-2.042416, 3.171897, -3.850968], [-1.070979, 3.704098, -4.695393], [0.174492, 4.011080, -4.156125], [0.447156, 3.802294, -2.815642], [0.653180, 3.263702, -0.265498], [-0.965964, 2.656799, -0.041310], [-2.535450, 2.504064, -1.867166], [-3.018282, 2.910221, -4.246313], [-1.275549, 3.865794, -5.746675], [0.955051, 4.412632, -4.793272], [1.429690, 4.014409, -2.409677]],
  "forces_ev_per_angstrom": [[0.09, 0.20, 0.10], [-0.02, -0.13, -0.07], [-0.03, -0.11, 0.03], [-0.01, 0.03, -0.06], [0.00, 0.01, -0.03], [-0.02, 0.11, -0.14], [-0.13, -0.18, 0.22], [-0.04, 0.01, 0.08], [0.01, 0.04, -0.03], [0.00, 0.01, 0.00], [0.01, -0.04, -0.02], [-0.01, -0.03, -0.02], [0.03, -0.03, 0.00], [-0.01, 0.07, 0.00], [-0.02, 0.00, 0.02], [0.03, 0.01, -0.04], [0.03, 0.02, -0.01], [0.02, -0.01, -0.02], [-0.07, 0.03, 0.07], [0.02, -0.07, 0.00], [0.04, 0.02, -0.03], [0.00, 0.00, 0.00], [-0.02, 0.03, 0.02], [-0.01, 0.01, 0.01], [0.01, 0.01, 0.00], [0.00, -0.01, 0.01], [0.00, -0.02, 0.01], [-0.01, 0.01, 0.00], [0.00, 0.00, 0.00], [-0.01, 0.00, 0.00], [0.01, 0.00, 0.00], [0.04, 0.00, 0.02], [0.00, -0.01, 0.00], [0.00, 0.01, 0.00], [0.00, 0.00, 0.00], [0.01, 0.00, 0.01], [-0.02, 0.02, 0.01], [0.00, 0.00, -0.01], [0.00, -0.01, 0.01], [-0.01, -0.01, 0.01], [0.00, 0.00, 0.00], [0.00, 0.00, 0.00], [0.00, -0.01, 0.00], [0.01, -0.01, 0.00], [0.00, 0.00, 0.01], [-0.07, 0.02, 0.04], [0.19, -0.06, 0.03], [-0.09, 0.05, 0.00], [-0.01, -0.01, -0.02], [-0.01, 0.01, -0.01], [-0.06, -0.04, -0.06], [0.05, 0.01, 0.09], [0.13, 0.08, -0.10], [0.00, 0.00, -0.01], [0.00, 0.01, 0.00], [0.01, 0.00, 0.00], [-0.01, 0.00, -0.01], [-0.12, -0.01, 0.12], [0.16, -0.10, -0.09], [0.02, 0.03, 0.00], [-0.01, 0.03, -0.04], [-0.05, -0.02, -0.01], [0.07, 0.02, 0.09], [0.02, 0.01, 0.01], [-0.08, -0.09, -0.20], [0.02, 0.06, 0.01], [-0.04, 0.00, 0.01], [0.04, 0.00, 0.01], [-0.04, 0.00, 0.00], [-0.02, 0.00, 0.00], [0.04, 0.01, 0.03], [0.03, 0.04, 0.03], [-0.03, -0.03, 0.00], [0.00, -0.02, 0.01], [-0.03, 0.01, 0.00], [-0.02, 0.01, 0.01], [0.04, 0.01, -0.02], [-0.01, -0.01, -0.01], [0.00, 0.00, 0.02], [0.00, -0.01, 0.01], [0.01, 0.00, 0.00], [0.00, 0.00, 0.00], [-0.01, 0.00, 0.01], [0.01, 0.01, 0.01], [-0.01, 0.00, -0.01], [0.01, 0.00, -0.01], [0.00, 0.00, 0.00], [0.00, 0.00, 0.00], [0.00, -0.01, 0.00], [-0.01, -0.01, 0.00], [0.01, -0.01, 0.00], [-0.01, 0.00, 0.00], [0.00, 0.00, 0.00], [0.00, 0.00, 0.00], [-0.01, 0.01, 0.00], [-0.06, 0.34, 0.07], [-0.02, -0.09, -0.07], [0.01, 0.03, -0.01], [0.04, 0.00, 0.03], [-0.02, -0.01, 0.01], [0.00, -0.01, 0.03], [0.03, 0.00, -0.03], [0.00, -0.10, -0.03], [0.01, -0.11, -0.10], [0.00, 0.00, 0.01], [0.00, 0.00, -0.01], [0.00, 0.00, 0.00], [0.00, 0.00, 0.00], [0.00, 0.00, -0.01]]
}